Density functional theory data (the ωB97M-V functional and the def2-TZVPD basis) for 2 unconnected molecules or ions with the total composition C4H11N2S.

Structure (XYZ):
```
18
Properties=species:S:1:pos:R:3
C -1.44 -0.82 -0.45
C 1.32 1.01 0.98
C 2.51 0.15 -0.98
C 1.42 0.01 -0.05
N -2.03 0.34 -0.54
N -1.88 -1.87 0.22
S -3.63 0.87 -0.08
H 2.10 1.89 1.14
H 0.34 1.58 0.76
H 1.21 0.65 2.02
H 3.29 -0.70 -0.82
H 3.09 1.08 -0.81
H 2.23 -0.05 -2.04
H 0.52 -0.63 -0.27
H -1.61 0.99 -1.10
H -1.11 -2.38 0.62
H -2.72 -1.92 0.73
H -3.61 -0.21 0.68
```

Calculated values
Molar mass (g mol⁻¹): 119.213
Kohn-Sham gap (spin up / spin down) (Ha): 0.226 / 0.226
E_tot (eV): -18130.544
Charge: +1
Energy above the lowest of the compared OMol25 structures with the same formula, charge and spin (kcal per mole): 114.73